ORCA calculation (wB97M-V/def2-TZVPD) on a molecular structure, C44H38N7O4Ru.

The geometry in XYZ format:
```
94
Properties=species:S:1:pos:R:3:forces:R:3
Ru -0.2894 0.3502 0.2412 -0.3 0.3 0.2
C -3.7788 0.6913 0.6401 0.0 0.0 0.0
C -2.9872 1.1478 1.8240 0.0 0.0 0.0
C -3.6700 1.6403 2.9331 0.0 0.0 0.0
C -2.9762 2.0568 4.0472 0.0 0.0 0.0
C -1.5953 1.9832 4.0212 0.0 0.0 0.0
C -0.9628 1.5031 2.8891 0.0 0.0 0.0
N -1.6446 1.0790 1.7910 0.1 0.0 0.0
C 0.5159 1.4522 2.8187 0.0 0.0 0.0
C 1.3799 1.8072 3.8442 0.0 0.0 0.0
C 2.7464 1.7153 3.6284 0.0 0.0 0.0
C 3.2243 1.2796 2.4045 0.0 0.0 0.0
C 2.3110 0.9428 1.4151 0.0 0.0 0.0
N 0.9976 1.0339 1.6434 0.0 0.0 0.0
C 2.6563 0.4667 0.0611 0.0 0.0 0.0
C 3.9648 0.5022 -0.3834 0.0 0.0 0.0
C 4.2447 0.1026 -1.6772 0.0 0.0 0.0
C 3.2049 -0.3508 -2.4559 0.0 0.0 0.0
C 1.9057 -0.3936 -1.9534 0.0 0.1 0.0
C 0.8170 -0.9138 -2.8316 0.1 -0.1 0.0
N 1.6203 0.0406 -0.7121 0.0 -0.1 -0.1
H -4.8424 0.7630 0.8543 0.0 0.0 0.0
H -3.5695 1.3191 -0.2261 0.0 0.0 0.0
H -3.5520 -0.3425 0.3872 0.0 0.0 0.0
H -4.7492 1.6812 2.9031 0.0 0.0 0.0
H -3.4936 2.4338 4.9184 0.0 0.0 0.0
H -1.0190 2.3029 4.8745 0.0 0.0 0.0
H 1.0071 2.1421 4.7992 0.0 0.0 0.0
H 3.4366 1.9830 4.4163 0.0 0.0 0.0
H 4.2863 1.1916 2.2356 0.0 0.0 0.0
H 4.7530 0.8546 0.2622 0.0 0.0 0.0
H 5.2549 0.1446 -2.0612 0.0 0.0 0.0
H 3.3721 -0.6743 -3.4736 0.0 0.0 0.0
H 1.2517 -1.3657 -3.7200 0.0 0.0 0.0
H 0.2530 -1.6783 -2.3032 0.0 0.0 0.0
H 0.1531 -0.1147 -3.1605 0.1 0.0 0.0
O -2.9962 -3.7963 -1.5044 0.1 -0.3 0.2
C -2.5333 -4.3660 -0.4543 -0.1 0.1 -0.3
C -2.9124 -5.7232 -0.1798 0.0 0.0 0.1
C -2.4359 -6.3456 0.9376 -0.1 0.0 -0.2
C -1.5687 -5.6594 1.8021 0.1 0.0 0.1
C -1.1856 -4.3277 1.5542 0.0 0.0 0.0
C -1.6588 -3.6642 0.4603 0.0 0.1 0.1
C -1.3162 -2.2332 0.2272 0.0 -0.3 0.1
O -0.6295 -1.6114 1.0689 0.1 0.1 -0.3
N -1.8530 -1.7456 -0.8949 -0.1 0.2 -0.2
N -1.5408 -0.4278 -1.0791 0.1 -0.1 0.0
C -1.9950 0.2890 -2.0409 0.0 0.0 0.1
C -1.4960 1.6645 -2.0333 0.0 0.0 0.0
C -1.8622 2.5999 -2.9868 0.1 0.1 0.1
C -1.3426 3.8841 -2.9069 0.0 0.0 0.0
C -0.4713 4.1913 -1.8764 0.0 0.0 0.0
C -0.1443 3.2072 -0.9566 0.0 0.0 0.0
N -0.6382 1.9716 -1.0186 0.0 -0.1 -0.1
H -2.5821 -2.7614 -1.5068 0.1 0.1 0.2
H -3.5819 -6.2020 -0.8811 0.0 0.0 0.0
H -2.7182 -7.3646 1.1631 0.0 0.0 0.0
H -1.1950 -6.1611 2.6850 0.0 0.0 0.0
H -0.5254 -3.8089 2.2358 0.0 0.0 0.0
H -2.6847 -0.0750 -2.7933 0.0 -0.1 0.0
H -2.5456 2.3247 -3.7780 0.0 0.0 0.0
H -1.6166 4.6290 -3.6409 0.0 0.0 0.0
H -0.0421 5.1774 -1.7755 0.0 0.0 0.0
H 0.5351 3.4049 -0.1374 0.0 0.0 0.0
C 2.2402 -6.5749 0.7707 0.0 0.0 0.0
O 2.6105 -5.8044 -0.3595 0.0 0.0 0.0
C 1.7091 -5.6484 -1.3509 0.0 0.0 0.0
C 0.4567 -6.2522 -1.3908 0.1 0.0 0.0
C -0.3652 -6.0863 -2.4972 0.0 0.0 0.0
C 0.0447 -5.3178 -3.5756 0.0 0.0 0.0
C 1.2890 -4.7094 -3.5329 0.0 0.0 0.0
C 2.1104 -4.8510 -2.4271 -0.1 0.0 0.0
N 3.4033 -4.2733 -2.4634 0.1 0.1 0.0
C 4.1470 -3.6868 -1.5223 0.0 -0.1 -0.1
C 3.8411 -3.1757 -0.2742 0.0 0.1 0.0
C 4.9564 -2.8299 0.5588 0.0 0.0 0.0
C 4.7904 -2.4036 1.8348 -0.1 0.0 0.0
C 3.4644 -2.2995 2.3569 0.1 0.0 0.0
C 2.3696 -2.5552 1.5999 0.0 0.0 0.0
C 2.4839 -2.9432 0.2050 0.0 0.1 0.1
O 1.4868 -3.0103 -0.5362 -0.1 -0.1 -0.1
H 3.0953 -6.5562 1.4398 0.0 0.0 0.0
H 2.0148 -7.6065 0.4933 0.0 0.0 0.0
H 1.3769 -6.1292 1.2744 0.0 0.0 0.0
H 0.1404 -6.8896 -0.5782 0.0 0.0 0.0
H -1.3179 -6.5987 -2.5327 0.0 0.0 0.0
H -0.5828 -5.2102 -4.4489 0.0 0.0 0.0
H 1.6333 -4.1138 -4.3699 0.0 0.0 0.0
H 3.8941 -4.4530 -3.3272 0.0 0.0 0.0
H 5.1885 -3.6232 -1.8237 0.0 0.0 0.0
H 5.9542 -2.9513 0.1510 0.0 0.0 0.0
H 5.6389 -2.1824 2.4663 0.0 0.0 0.0
H 3.3387 -1.9900 3.3889 0.0 0.0 0.0
H 1.3666 -2.4373 1.9916 0.1 0.0 0.0
```
Forces are in eV/Å.

Computed properties:
Energy ... -2478.2390 hartree
HOMO energy (alpha / beta) ... -11.90 / -11.90 eV
Multiplicity ... 2
Frontier orbital gap (alpha / beta) ... 6.4 / 3.9 eV
Total charge ... +2
ΔE to the lowest compared entry with this formula, charge and spin ... 0.0000 eV


ORCA calculation (wB97M-V/def2-TZVPD) on a molecular structure, C44H38NO8PTeTi.

The geometry in XYZ format:
```
94
Properties=species:S:1:pos:R:3:forces:R:3
Ti -0.6087 1.3054 0.2138 -0.4 -0.2 -0.1
C -3.9244 -4.9566 1.2846 0.0 0.0 0.0
C -3.0942 -3.7001 1.3392 0.0 0.0 0.0
C -2.6197 -3.2045 2.5315 0.0 0.0 0.0
C -1.8994 -1.9873 2.5757 0.0 0.0 0.0
C -1.3942 -1.5944 3.9146 0.1 0.0 0.0
O -1.1185 -2.4621 4.7352 0.0 0.0 0.0
C -1.2480 -0.1640 4.3321 0.0 0.0 0.0
C -2.0883 0.8371 3.8588 0.0 0.0 0.0
C -1.9721 2.1311 4.3425 0.0 0.0 0.0
C -0.9998 2.4373 5.2860 0.0 0.0 0.0
C -0.1508 1.4427 5.7544 0.0 0.0 0.0
C -0.2848 0.1453 5.2881 0.0 0.0 0.0
C -1.5895 -1.2912 1.3971 0.0 0.0 0.0
O -0.9586 -0.1472 1.4450 0.1 0.0 -0.1
C -1.9222 -1.8969 0.1226 0.1 -0.1 0.0
C -2.7597 -3.0359 0.1607 0.0 0.0 0.0
C -1.3884 -1.4262 -1.1184 0.0 0.0 -0.1
N -0.7075 -0.2568 -1.2672 0.6 0.0 0.2
C 0.1690 -0.1063 -2.4153 -0.1 0.0 0.0
C 1.4098 -1.0194 -2.4905 -0.3 0.0 0.1
Te 2.5156 -1.2705 -0.6631 -0.1 0.0 0.0
C 2.0825 -3.3520 -0.5018 0.0 0.1 0.0
C 2.4774 -4.2603 -1.4829 0.0 0.0 0.0
C 2.1432 -5.6043 -1.3811 0.0 0.0 0.0
C 1.4204 -6.0605 -0.2857 0.0 0.0 0.0
C 1.0427 -5.1683 0.7090 0.0 0.0 0.0
C 1.3735 -3.8229 0.6011 -0.1 0.0 -0.1
C -1.6760 -2.2358 -2.3348 0.0 0.1 0.0
C -1.2748 -3.5704 -2.4493 0.0 0.0 -0.1
C -1.5114 -4.2939 -3.6061 0.0 0.0 0.0
C -2.1638 -3.7047 -4.6851 0.0 0.0 0.0
C -2.5748 -2.3826 -4.5859 0.0 0.0 0.0
C -2.3327 -1.6595 -3.4260 0.0 0.0 0.0
H -4.1575 -5.3127 2.2895 0.0 0.0 0.0
H -3.3986 -5.7581 0.7560 0.0 0.0 0.0
H -4.8680 -4.7883 0.7583 0.0 0.0 0.0
H -2.8087 -3.7169 3.4668 0.0 0.0 0.0
H -2.8146 0.6034 3.0908 0.0 0.0 0.0
H -2.5959 2.9183 3.9401 0.0 0.0 0.0
H -0.8816 3.4598 5.6221 0.0 0.0 0.0
H 0.6279 1.6879 6.4664 0.0 0.0 0.0
H 0.3617 -0.6462 5.6440 0.0 0.0 0.0
H -3.1245 -3.4451 -0.7725 0.0 0.0 0.0
H 0.5025 0.9326 -2.4329 0.0 0.0 0.0
H -0.3665 -0.2648 -3.3624 0.1 0.0 -0.1
H 2.1026 -0.6237 -3.2334 0.0 0.0 0.0
H 1.1317 -2.0320 -2.7856 0.0 0.0 0.0
H 3.0459 -3.9110 -2.3376 0.0 0.0 0.0
H 2.4442 -6.2951 -2.1610 0.0 0.0 0.0
H 1.1497 -7.1073 -0.2101 0.0 0.0 0.0
H 0.4657 -5.5037 1.5618 0.0 0.0 0.0
H 1.0454 -3.1333 1.3674 -0.1 0.1 0.0
H -0.7708 -4.0365 -1.6128 0.1 0.0 0.1
H -1.1782 -5.3239 -3.6667 0.0 0.0 0.0
H -2.3475 -4.2697 -5.5914 0.0 0.0 0.0
H -3.0884 -1.9101 -5.4158 0.0 0.0 0.0
H -2.6516 -0.6260 -3.3501 0.0 0.0 0.0
O 1.8907 5.0021 4.5259 0.0 0.0 0.0
C 1.4205 4.3602 3.6116 0.0 0.0 0.0
C -0.0093 4.4356 3.1129 0.0 0.0 0.0
O -0.8614 5.2199 3.4959 0.0 0.0 0.0
C -0.1142 3.3859 2.0971 0.0 0.1 0.0
C 1.1447 2.7874 1.8772 0.0 0.0 -0.1
O 1.2747 1.8931 0.9593 0.0 0.0 0.0
C 2.1533 3.3533 2.7524 0.1 0.0 0.0
O 3.3562 3.1187 2.7913 0.0 0.0 0.0
O -1.1276 3.0115 1.4272 0.0 -0.1 0.1
C -3.2367 2.4781 -1.8885 0.0 0.0 0.0
C -2.0059 2.1529 -1.0990 0.0 0.1 0.1
O -0.9120 2.6232 -1.4669 0.0 0.0 -0.1
H -3.0161 3.1273 -2.7416 0.0 0.0 0.0
H -3.9628 2.9527 -1.2254 0.0 0.0 0.0
H -3.6829 1.5398 -2.2273 0.0 0.0 0.0
C 4.1494 2.0443 -3.0885 0.0 0.0 0.0
P 3.1736 1.9409 -1.5188 0.0 0.0 -0.1
C 4.5408 2.0996 -0.3143 0.0 0.0 0.0
C 2.4420 3.6171 -1.4966 0.0 0.0 0.0
C 1.6225 4.0198 -2.5505 0.0 0.0 0.0
C 0.9629 5.2377 -2.5158 0.0 0.0 0.0
C 1.0980 6.0705 -1.4139 0.0 0.0 0.0
C 1.9045 5.6785 -0.3556 0.0 0.0 0.0
C 2.5761 4.4645 -0.3980 0.0 0.0 -0.1
H 3.4785 2.0946 -3.9472 0.0 0.0 0.0
H 4.7349 1.1261 -3.1760 0.0 0.0 0.0
H 4.8209 2.9061 -3.1110 0.0 0.0 0.0
H 5.1461 2.9919 -0.4941 0.0 0.0 0.0
H 5.1665 1.2100 -0.4131 0.0 0.0 0.0
H 4.1435 2.1265 0.7014 0.0 0.0 0.0
H 1.4676 3.3590 -3.3969 0.0 0.0 0.0
H 0.3159 5.5216 -3.3372 0.0 0.0 0.0
H 0.5594 7.0093 -1.3701 0.0 0.0 0.0
H 1.9993 6.3082 0.5210 0.0 0.0 0.0
H 3.1895 4.1699 0.4434 0.0 0.0 0.0
```
Forces are in eV/Å.

Computed properties:
Energy ... -3815.1576 hartree
HOMO energy (alpha / beta) ... -0.10 / -2.31 eV
Multiplicity ... 3
Frontier orbital gap (alpha / beta) ... 3.9 / 6.1 eV
Total charge ... -2
ΔE to the lowest compared entry with this formula, charge and spin ... 0.0000 eV